Record 1
ORCA calculation (ωB97M-V with the def2-TZVPD basis set) on a cluster of 11 separate species, C42H113N7O18 in total.

Results
HOMO energy, eV: -8.442
LUMO level, eV: 0.4
Kohn-Sham gap, eV: 8.840
SMILES: COC[C@H](C)N.COC[C@H](C)N.COC[C@H](C)N.COC[C@H](C)N.COCCNCCOC.COCCNCCOC.COCCNCCOC.OCCO.OCCO.OCCO.OCCO
Total energy, eV: -92663.5339

Structure (ORCA input):
```
! RIJCOSX wB97M-V def2-TZVPD def2/J DEFGRID3
* xyz 0 1
C 20.3069 -5.2226 -0.3356
C 19.4977 -6.4990 -0.2943
C 19.7542 -7.3943 -1.5094
O 21.0840 -7.8743 -1.5109
C 21.3624 -8.8359 -2.5577
N 19.8449 -7.2903 0.8867
H 20.0825 -4.6114 0.5417
H 20.0781 -4.5996 -1.2022
H 21.3817 -5.4078 -0.3733
H 18.4269 -6.2818 -0.3560
H 19.5375 -6.8728 -2.4500
H 19.0806 -8.2627 -1.4725
H 22.4302 -9.0147 -2.4274
H 21.2945 -8.3499 -3.5354
H 20.7129 -9.6740 -2.3710
H 20.6209 -7.9310 0.7707
H 20.2556 -6.6297 1.5477
C 20.6026 2.8312 -0.2405
C 19.3057 3.6048 -0.0012
C 18.5100 3.1156 1.1800
O 18.1300 1.7741 0.9462
C 17.5424 1.1580 2.0876
N 19.5651 5.0397 0.1282
H 21.2711 3.0613 0.5925
H 21.0489 3.1495 -1.1827
H 20.3987 1.7636 -0.3029
H 18.7516 3.5093 -0.9457
H 17.5493 3.6509 1.1763
H 19.0859 3.2886 2.0957
H 16.8393 1.8156 2.6001
H 18.3337 0.7392 2.7129
H 16.9850 0.3014 1.7058
H 19.8532 5.4328 -0.7556
H 18.7600 5.5406 0.4780
C 23.9258 -2.5674 -2.8162
C 25.2527 -3.2766 -2.5240
C 25.4474 -4.5945 -3.2739
O 24.6570 -5.5822 -2.6503
C 24.9551 -6.9192 -3.0145
N 26.3787 -2.3932 -2.7977
H 23.0992 -3.2815 -2.8615
H 23.9174 -1.9252 -3.6982
H 23.7467 -1.9080 -1.9631
H 25.2615 -3.5366 -1.4626
H 26.4975 -4.8937 -3.1568
H 25.2742 -4.4894 -4.3547
H 24.6429 -7.0031 -4.0631
H 24.2832 -7.5378 -2.4219
H 25.9996 -7.1752 -2.8271
H 26.5856 -2.4177 -3.7913
H 26.2447 -1.4086 -2.5828
C 25.7453 -0.9821 1.0880
C 26.3866 -0.2347 2.2519
C 26.8613 1.1562 1.8635
O 27.9378 1.0427 0.9849
C 28.3236 2.3028 0.4626
N 25.5075 -0.2380 3.4216
H 24.8430 -0.4363 0.7927
H 25.4303 -1.9996 1.3296
H 26.4167 -1.0654 0.2328
H 27.3058 -0.7932 2.4889
H 27.0978 1.6977 2.7929
H 25.9957 1.7223 1.4825
H 29.2865 2.2378 -0.0367
H 28.4558 3.0745 1.2311
H 27.4995 2.6524 -0.1653
H 26.1201 0.1405 4.1507
H 25.5303 -1.1928 3.7849
C 19.6349 -8.7671 -5.0069
C 18.7973 -9.8192 -4.2885
O 18.5785 -10.9648 -5.0732
O 21.0124 -9.1693 -5.1248
H 19.5432 -7.8490 -4.4221
H 19.2210 -8.6277 -6.0091
H 17.8495 -9.3913 -3.9265
H 19.2350 -10.0137 -3.3203
H 18.4525 -11.7428 -4.5269
H 21.4543 -8.4678 -5.6328
C 19.6390 -4.8239 3.7181
C 18.3752 -5.6644 3.8424
O 17.8605 -6.0193 2.5602
O 20.7693 -5.5235 3.2433
H 19.8371 -4.2971 4.6638
H 19.4072 -3.9639 3.0724
H 17.6396 -4.9997 4.2938
H 18.5280 -6.5934 4.3955
H 18.5716 -6.4497 2.0488
H 21.5200 -4.9133 3.1442
C 23.2156 -8.5622 -7.3768
C 24.5421 -7.9091 -7.7534
O 24.4034 -7.1208 -8.9202
O 22.1758 -7.6166 -7.1084
H 23.3051 -9.1564 -6.4653
H 22.9573 -9.2589 -8.1797
H 25.2253 -8.7280 -7.9854
H 24.9256 -7.2937 -6.9331
H 23.8785 -6.3470 -8.6328
H 21.9411 -7.2005 -7.9612
C 22.6291 -2.6534 4.3245
C 23.2735 -2.8893 5.6697
O 24.7003 -2.8229 5.5321
O 22.8825 -3.7052 3.4144
H 22.8742 -1.6803 3.8834
H 21.5447 -2.5584 4.4252
H 23.0136 -3.8706 6.0773
H 22.9854 -2.1402 6.4125
H 25.0708 -2.7957 6.4177
H 23.8245 -3.9076 3.4074
C 23.8994 -3.8535 -7.4185
O 23.1838 -4.8277 -8.1501
C 22.5852 -4.3483 -9.3456
C 22.0145 -5.4809 -10.1816
N 21.1580 -6.3717 -9.4145
C 19.9840 -5.6965 -8.8427
C 19.0308 -6.7409 -8.2929
O 18.2371 -7.2622 -9.3486
C 17.2120 -8.1031 -8.8830
H 24.7340 -3.4904 -8.0285
H 24.3815 -4.3687 -6.5879
H 23.2022 -3.0942 -7.0694
H 23.3394 -3.7799 -9.8976
H 21.7591 -3.6773 -9.0840
H 22.7793 -6.0391 -10.7203
H 21.4389 -4.9525 -10.9568
H 20.6516 -7.0208 -10.0137
H 19.4223 -4.9568 -9.4280
H 20.2288 -5.1092 -7.9472
H 18.4384 -6.3407 -7.4626
H 19.6251 -7.5324 -7.8193
H 17.5785 -8.9839 -8.3413
H 16.6279 -8.5401 -9.6923
H 16.5253 -7.5692 -8.2188
C 21.8765 -1.9101 0.3663
O 21.0427 -2.2903 -0.6954
C 19.9568 -1.4038 -0.9126
C 19.1556 -1.9033 -2.1064
N 20.0511 -1.9133 -3.2633
C 19.4458 -2.5196 -4.4529
C 20.3994 -3.5433 -5.0446
O 20.9094 -4.3294 -4.0003
C 21.8671 -5.2799 -4.3727
H 22.7929 -2.5038 0.3524
H 21.4057 -2.1051 1.3361
H 22.2163 -0.8748 0.2406
H 20.2709 -0.3720 -1.0820
H 19.2924 -1.4792 -0.0420
H 18.3953 -1.1301 -2.2638
H 18.6291 -2.8595 -2.0196
H 20.8596 -2.4732 -3.0185
H 19.2079 -1.7564 -5.2001
H 18.4964 -3.0006 -4.1884
H 21.2294 -3.0504 -5.5733
H 19.8706 -4.1402 -5.8001
H 22.7036 -4.7749 -4.8788
H 21.5241 -6.0439 -5.0793
H 22.2897 -5.7344 -3.4789
C 22.8234 -0.5392 -7.8223
O 23.0603 0.0010 -6.5677
C 21.9370 0.5417 -5.9164
C 22.1654 0.5358 -4.4270
N 23.2915 1.3141 -3.9539
C 23.3670 1.2153 -2.4920
C 24.7773 1.4768 -2.0020
O 25.6873 0.6329 -2.7041
C 26.9613 1.2105 -2.9173
H 23.6704 -1.0838 -8.2524
H 22.6092 0.2048 -8.5972
H 22.0987 -1.3636 -7.7747
H 21.0398 -0.0402 -6.1622
H 21.7296 1.5720 -6.2353
H 22.2658 -0.4937 -4.0458
H 21.2225 0.7541 -3.9137
H 24.1499 0.9135 -4.3136
H 23.0743 0.1986 -2.1884
H 22.6938 1.8826 -1.9523
H 24.8180 1.3201 -0.9222
H 24.9324 2.5347 -2.2418
H 26.9219 1.9855 -3.6873
H 27.6578 0.4644 -3.3037
H 27.3703 1.5494 -1.9657
*
```



Record 2
ORCA calculation (ωB97M-V with the def2-TZVPD basis set) on a structure of composition CHCaF3MgNO3S2.

Results
HOMO energy (alpha / beta), eV: -10.796 / -9.680
LUMO level (alpha / beta), eV: -5.3 / -5.4
Kohn-Sham gap (alpha / beta), eV: 5.479 / 4.283
Total energy, eV: -62381.9350

Structure (ORCA input):
```
! RIJCOSX wB97M-V def2-TZVPD def2/J DEFGRID3
* xyz 1 1
Mg -3.1253 3.1698 0.0553
N -1.7772 0.0926 0.0048
S -3.5215 0.1384 0.1837
O -3.9460 1.5571 -0.4694
S -1.0453 1.0040 0.9880
O -1.4020 2.5363 0.9314
O 0.4422 1.0572 0.8069
C -1.3319 0.6249 2.8470
F -2.3189 1.3572 3.3068
F -1.6148 -0.6491 2.9621
F -0.2232 0.9055 3.4931
Ca 0.7493 3.1507 0.5348
H 1.9510 0.0407 -1.7310
*
```



Record 3
ORCA calculation (ωB97M-V with the def2-TZVPD basis set) on a structure of composition C2H5O2.

Results
HOMO energy, eV: -17.229
LUMO level, eV: -5.5
Kohn-Sham gap, eV: 11.778
Total energy, eV: -6240.3540

Structure (ORCA input):
```
! RIJCOSX wB97M-V def2-TZVPD def2/J DEFGRID3
* xyz 1 1
C -0.8962 -0.4400 0.1992
C 1.6918 0.4089 0.0582
O -1.7370 0.3907 -0.3035
O 0.6562 0.0816 -0.5032
H -0.7519 -0.3360 1.2307
H -0.7969 -1.4654 -0.2442
H 1.6669 0.1674 1.0922
H 2.4116 1.0546 -0.3916
H -2.2446 0.1381 -1.1377
*
```



Record 4
ORCA calculation (ωB97M-V with the def2-TZVPD basis set) on a cluster of 2 separate species, C2H4ClI in total.

Results
HOMO energy, eV: -9.622
LUMO level, eV: 0.6
Kohn-Sham gap, eV: 10.258
SMILES: C=CCl.I
Total energy, eV: -22760.6655

Structure (ORCA input):
```
! RIJCOSX wB97M-V def2-TZVPD def2/J DEFGRID3
* xyz 0 1
C 1.8766 -0.5930 -0.3697
C 0.8642 0.2906 -0.5207
Cl 0.6690 1.5094 0.6216
I -4.4120 0.8888 1.3020
H 1.9326 -1.4711 -0.9363
H 2.4811 -0.5846 0.4470
H -3.4391 -0.2241 0.7601
H 0.0276 0.1838 -1.3040
*
```



Record 5
ORCA calculation (ωB97M-V with the def2-TZVPD basis set) on a cluster of 3 separate species, C6H6 in total.

Results
HOMO energy, eV: -10.771
LUMO level, eV: 1.1
Kohn-Sham gap, eV: 11.879
SMILES: C#C.C#C.C#C
Total energy, eV: -6312.4916

Structure (ORCA input):
```
! RIJCOSX wB97M-V def2-TZVPD def2/J DEFGRID3
* xyz 0 1
C 1.5750 -1.2584 -0.0868
C 1.3672 -2.4439 -0.0918
C -1.8864 -0.7416 0.0837
C -2.7934 0.0469 0.1515
C 0.3017 1.9965 -0.0056
C 1.4344 2.4010 -0.0527
H 1.7208 -0.1959 -0.0809
H 1.1922 -3.4975 -0.0960
H -1.0513 -1.4114 0.0235
H -3.6041 0.7393 0.2133
H -0.6925 1.5966 0.0353
H 2.4364 2.7683 -0.0935
*
```



Record 6
ORCA calculation (ωB97M-V with the def2-TZVPD basis set) on the molecule C3H7IN2.

Results
HOMO energy, eV: -8.591
LUMO level, eV: 0.4
Kohn-Sham gap, eV: 8.977
SMILES: [H]/N=N/C[C@@H](C)I
Total energy, eV: -14302.6192

Structure (ORCA input):
```
! RIJCOSX wB97M-V def2-TZVPD def2/J DEFGRID3
* xyz 0 1
C -0.9088 -0.6651 -1.2216
C -0.2283 0.5530 0.9240
C -0.1351 0.4922 -0.6102
N 1.9488 -0.6597 1.2627
N 0.9354 -0.4532 1.8616
I -0.6903 2.4895 -1.3774
H -2.0228 -0.4721 -1.2029
H -0.7429 -0.6319 -2.3983
H -0.4911 -1.5168 -0.7138
H 0.0552 1.4416 1.4206
H -1.1254 0.2368 1.2983
H 0.8617 0.5016 -1.0069
H 2.5435 -1.3159 1.7639
*
```



Record 7
ORCA calculation (ωB97M-V with the def2-TZVPD basis set) on a structure of composition C41H40BrFN5O4RuSSi.

Results
HOMO energy (alpha / beta), eV: -7.726 / -7.745
LUMO level (alpha / beta), eV: -0.3 / -1.4
Kohn-Sham gap (alpha / beta), eV: 7.405 / 6.343
Total energy, eV: -152860.7427
⟨S²⟩: 8.7679

Structure (ORCA input):
```
! RIJCOSX wB97M-V def2-TZVPD def2/J DEFGRID3
* xyz 0 6
Ru -0.1442 -0.8223 0.2386
O 0.4909 -3.9543 -2.5281
C 1.1505 -3.3504 -3.5385
C 1.7312 -4.1785 -4.5006
C 2.4103 -3.6433 -5.5762
C 2.5208 -2.2644 -5.7210
C 1.9446 -1.4450 -4.7679
C 1.2639 -1.9609 -3.6665
C 0.6709 -0.9769 -2.6749
O -0.0398 -1.5834 -1.6406
N 1.7567 -0.1353 -2.1718
N 1.3345 0.6789 -1.1618
C 2.1928 1.3513 -0.5048
C 1.7798 2.2700 0.5639
Br 0.1967 3.2473 0.2050
C 2.4626 2.3774 1.7034
C 2.1392 3.1078 2.9409
C 2.3216 2.4265 4.1450
C 2.0156 3.0331 5.3525
C 1.5480 4.3392 5.3731
C 1.3965 5.0360 4.1817
C 1.6883 4.4267 2.9712
H 0.1579 -3.2392 -1.9474
H 1.6318 -5.2483 -4.3719
H 2.8547 -4.3052 -6.3090
H 3.0458 -1.8375 -6.5649
H 2.0200 -0.3679 -4.8667
H -0.0169 -0.3019 -3.2024
H 2.5794 -0.6845 -1.9295
H 3.2618 1.2581 -0.7052
H 3.3375 1.7399 1.7769
H 2.6894 1.4055 4.1295
H 2.1481 2.4855 6.2770
H 1.3153 4.8187 6.3152
H 1.0530 6.0623 4.1948
H 1.5778 4.9782 2.0494
C 8.3115 -0.7123 2.4429
C 6.9218 -1.1540 2.0770
C 6.5045 -2.4635 2.2867
C 5.2228 -2.8748 1.9453
C 4.3482 -1.9624 1.3813
C 4.7490 -0.6568 1.1527
C 6.0234 -0.2536 1.5037
S 2.7274 -2.4916 0.8903
O 2.5289 -3.7810 1.4980
O 2.6678 -2.3914 -0.5463
N 1.6861 -1.3812 1.4452
C 1.6025 -1.1064 2.8087
C 2.3533 -1.6719 3.8191
C 2.2069 -1.2673 5.1622
C 1.2951 -0.3243 5.5328
C 0.4667 0.2501 4.5412
C -0.5376 1.1951 4.8425
C -1.3385 1.6853 3.8526
C -1.1281 1.2361 2.5390
N -0.1781 0.3883 2.2205
C 0.6240 -0.1287 3.1929
H 8.8392 -1.4871 2.9969
H 8.2876 0.1895 3.0561
H 8.8935 -0.4837 1.5482
H 7.1914 -3.1755 2.7281
H 4.8949 -3.8907 2.1196
H 4.0476 0.0268 0.6988
H 6.3322 0.7714 1.3298
H 3.0569 -2.4587 3.5993
H 2.8333 -1.7392 5.9086
H 1.1751 -0.0240 6.5658
H -0.6659 1.5123 5.8706
H -2.1245 2.3995 4.0520
H -1.7608 1.5854 1.7322
C -3.3910 -4.0944 0.3928
Si -2.4037 -2.8856 1.4228
C -0.7459 -3.6697 1.7540
C -3.2077 -2.5517 3.0861
N -2.1365 -1.3810 0.5509
C -3.1874 -0.6135 0.0819
C -4.5491 -0.8949 0.2926
C -5.5530 -0.0782 -0.2018
C -5.2532 1.0689 -0.9220
C -3.9216 1.3983 -1.1343
C -2.9511 0.5670 -0.6332
F -1.6445 0.9330 -0.8171
H -3.5184 -5.0261 0.9500
H -2.8366 -4.3278 -0.5195
H -4.3784 -3.7398 0.0997
H -0.9445 -4.6900 2.0978
H -0.1767 -3.1770 2.5441
H -0.0936 -3.7800 0.8850
H -3.0608 -3.4083 3.7488
H -4.2795 -2.3571 3.0296
H -2.7348 -1.6850 3.5572
H -4.8239 -1.7743 0.8567
H -6.5854 -0.3453 -0.0174
H -6.0388 1.7027 -1.3087
H -3.6248 2.2842 -1.6799
*
```



Record 8
ORCA calculation (ωB97M-V with the def2-TZVPD basis set) on a cluster of 2 separate species, ClH3SSi in total.

Results
HOMO energy, eV: -8.619
LUMO level, eV: -1.2
Kohn-Sham gap, eV: 7.415
Total energy, eV: -31282.8827

Structure (ORCA input):
```
! RIJCOSX wB97M-V def2-TZVPD def2/J DEFGRID3
* xyz 0 1
Si 0.4499 0.3339 0.5547
S -0.7655 -1.2871 -1.7962
Cl 0.7936 2.0493 -0.3037
H -0.5435 0.1116 1.5915
H 1.8226 -0.3811 0.9167
H -1.7571 -0.8267 -0.9630
*
```